Record 1
{"formula": "C5H13NO", "method": "ωB97M-V/def2-TZVPD", "symbols": ["C", "C", "C", "O", "C", "N", "C", "H", "H", "H", "H", "H", "H", "H", "H", "H", "H", "H", "H", "H"], "positions_angstrom": [[0.0016, -2.1308, -0.8048], [0.1388, -1.3655, 0.2715], [1.4088, -0.6522, 0.6417], [2.7491, -1.0176, -1.5966], [-1.1286, 1.4996, -0.5381], [-1.2172, 1.2180, 0.8772], [-2.2443, 2.1381, 1.3768], [-0.8984, -2.5607, -1.2316], [0.9269, -2.2861, -1.3488], [-0.6526, -1.1031, 0.9886], [1.1855, 0.2354, 1.2508], [2.0372, -1.2812, 1.2638], [2.0048, -0.4087, -0.3030], [3.6392, -0.6414, -1.5699], [-1.9527, 2.0243, -1.0376], [-0.1573, 1.8463, -0.8592], [-1.2450, 0.3858, -0.5880], [-2.2271, 3.2107, 1.1677], [-2.4121, 1.9488, 2.4331], [-3.2290, 1.8068, 0.9532]], "mulliken_charge": [-0.526, -0.337, -0.806, -0.780, -0.681, -0.103, -0.919, 0.298, 0.252, 0.480, 0.273, 0.367, 0.279, 0.231, 0.370, 0.284, 0.300, 0.341, 0.309, 0.369], "homo_lumo_gap_ev": 3.4, "e_above_lowest_kcal_mol": 227.8, "energy_ev": -8924.134, "homo_energy_ev": -7.16}

Record 2
{"formula": "C3H6N2S2", "method": "ωB97M-V/def2-TZVPD", "symbols": ["C", "C", "C", "N", "N", "S", "S", "H", "H", "H", "H", "H", "H"], "positions_angstrom": [[-0.1716, 0.2956, -0.4102], [3.2863, 1.6652, 0.6923], [-1.3920, -1.6986, -0.6315], [-1.3307, -0.2767, -0.4212], [0.8041, 0.8282, -0.5994], [-3.8535, -0.1754, 1.2390], [-2.7071, 0.6593, -0.1041], [2.4360, 2.2905, 0.6111], [3.1582, 0.8777, 1.3772], [4.1772, 1.8181, 0.1559], [-2.2696, -1.9682, -0.1173], [-0.6277, -2.2552, -0.1210], [-1.5097, -2.0605, -1.6708]], "mulliken_charge": [0.338, -0.868, -0.750, -0.095, -0.343, -0.155, 0.151, 0.283, 0.281, 0.303, 0.253, 0.341, 0.261], "homo_lumo_gap_ev": [9.6, 5.7], "e_above_lowest_kcal_mol": 100.8, "energy_ev": -27854.726, "homo_energy_ev": [-9.11, -8.00]}

Record 3
{"formula": "C21H28Br33FNO4", "method": "ωB97M-V/def2-TZVPD", "symbols": ["C", "C", "C", "C", "O", "C", "C", "O", "C", "C", "C", "O", "N", "C", "O", "F", "H", "H", "H", "H", "H", "H", "H", "H", "H", "H", "H", "H", "H", "H", "H", "H", "H", "C", "Br", "Br", "Br", "H", "C", "Br", "Br", "Br", "H", "C", "Br", "Br", "Br", "H", "C", "Br", "Br", "Br", "H", "C", "Br", "Br", "Br", "H", "C", "Br", "Br", "Br", "H", "C", "Br", "Br", "Br", "H", "C", "Br", "Br", "Br", "H", "C", "Br", "Br", "Br", "H", "C", "Br", "Br", "Br", "H", "C", "Br", "Br", "Br", "H"], "positions_angstrom": [[0.9552, 5.1120, -0.1088], [0.5968, 4.4385, -1.4555], [0.1987, 2.9774, -1.2557], [-1.1707, 2.7788, -0.6088], [-2.1254, 2.3239, -1.5920], [-3.2432, 3.1475, -1.5915], [-4.2516, 2.8176, -0.4876], [-5.5357, 2.5569, -1.0942], [-6.5108, 2.4585, -0.0990], [-7.1655, 3.8349, 0.1763], [-1.1116, 1.7018, 0.4322], [-1.9120, 1.6871, 1.2850], [-0.1247, 0.6234, 0.3739], [0.6621, 0.4589, 1.4495], [0.7066, 1.0504, 2.4066], [1.4829, -0.6082, 1.3453], [2.0358, 5.2483, -0.0404], [0.6600, 4.4283, 0.6772], [0.4938, 6.0869, 0.0044], [1.5092, 4.4602, -2.0619], [-0.1323, 5.0061, -2.0244], [0.1538, 2.5009, -2.2528], [0.9898, 2.4879, -0.6917], [-3.0046, 4.2100, -1.5463], [-3.7653, 2.9736, -2.5369], [-3.9816, 1.9055, 0.0351], [-4.4121, 3.6505, 0.2036], [-6.0825, 2.0306, 0.8088], [-7.3102, 1.7811, -0.3968], [-8.1501, 3.9104, -0.2702], [-6.5281, 4.6095, -0.2337], [-7.2599, 3.9610, 1.2525], [0.4087, 0.6361, -0.4841], [-5.5820, 3.9460, 2.8098], [-4.9564, 4.5563, 1.0932], [-7.4983, 4.1400, 2.9823], [-5.0124, 2.1434, 3.1627], [-5.1300, 4.5776, 3.5594], [4.5997, 2.1404, -1.9749], [2.8698, 1.3151, -2.1762], [4.5779, 3.9943, -2.5026], [5.2845, 1.9136, -0.1850], [5.2783, 1.6303, -2.6414], [3.5380, -2.4119, 3.6012], [4.4353, -2.1593, 1.9147], [3.5025, -4.2695, 4.1185], [4.2942, -1.2970, 4.9770], [2.5112, -2.1005, 3.4673], [-2.5666, -0.4449, 5.5703], [-2.0194, 0.3622, 3.9163], [-4.4806, -0.3023, 5.7926], [-1.9583, -2.2717, 5.7583], [-2.1064, 0.1253, 6.3633], [3.7949, 4.4792, 3.1940], [3.0655, 6.2639, 3.2910], [4.9176, 4.0871, 4.7190], [2.4224, 3.1546, 2.9565], [4.4289, 4.4448, 2.3199], [1.8320, -2.4945, -3.1216], [0.3014, -1.3902, -2.7631], [2.9320, -2.6372, -1.5460], [1.3335, -4.2109, -3.8567], [2.4252, -1.9956, -3.8736], [8.1642, -1.1418, 7.1582], [6.6724, 0.0551, 7.3964], [9.2430, -1.2593, 8.7531], [7.5976, -2.8795, 6.5502], [8.7877, -0.7214, 6.3837], [0.7312, -6.4428, -7.3625], [1.8063, -7.9679, -7.8420], [-0.4186, -5.8939, -8.8089], [-0.2662, -6.7508, -5.7442], [1.4091, -5.6243, -7.1666], [-1.2610, -6.0826, -1.4274], [0.4215, -6.4231, -0.5549], [-2.5541, -7.4616, -1.0431], [-1.9387, -4.3303, -1.0079], [-1.0752, -6.1083, -2.4902], [0.6645, -3.2029, -11.2918], [0.8233, -3.3934, -13.2043], [2.2328, -2.3901, -10.5216], [-0.9418, -2.2596, -10.7991], [0.5891, -4.1975, -10.8787], [1.0341, -7.5064, 4.7216], [2.8857, -8.0454, 4.7291], [0.3519, -7.2783, 2.9385], [-0.0582, -8.6946, 5.7773], [0.9896, -6.5344, 5.1912]], "mulliken_charge": [-0.765, -0.651, -0.406, 0.048, -0.243, -0.508, -0.183, -0.482, -0.132, -1.025, -0.172, -0.338, 0.141, 0.290, -0.566, -0.202, 0.250, 0.079, 0.268, 0.222, 0.377, 0.318, 0.191, 0.170, 0.396, 0.487, 0.291, 0.032, 0.412, 0.420, 0.479, 0.141, 0.028, -0.496, -0.248, -0.177, 0.029, 0.499, -0.401, 0.111, -0.061, -0.032, 0.377, -0.261, -0.008, 0.021, 0.053, 0.210, -0.309, 0.133, -0.091, -0.068, 0.366, -0.308, -0.056, -0.086, 0.241, 0.280, -0.395, 0.023, 0.027, -0.009, 0.381, -0.320, -0.031, -0.047, -0.009, 0.371, -0.301, 0.001, 0.017, -0.028, 0.294, 0.096, 0.024, -0.046, 0.052, -0.136, 0.010, -0.020, -0.007, 0.010, -0.013, -0.313, -0.045, 0.076, -0.051, 0.300], "total_charge": -1, "homo_lumo_gap_ev": 3.9, "energy_ev": -2346019.182, "homo_energy_ev": -3.13}

Record 4
{"formula": "C20H29IN3OS2", "method": "ωB97M-V/def2-TZVPD", "symbols": ["S", "C", "S", "C", "C", "C", "N", "C", "N", "C", "C", "C", "C", "C", "I", "N", "C", "C", "O", "C", "C", "H", "H", "H", "H", "H", "H", "H", "H", "H", "H", "H", "H", "H", "H", "H", "H", "H", "H", "H", "H", "H", "H", "H", "C", "C", "C", "C", "C", "C", "H", "H", "H", "H", "H", "H"], "positions_angstrom": [[3.4059, -0.4435, 1.2282], [3.3998, -0.9050, -0.4024], [1.9956, -2.0700, -0.8787], [0.5865, -1.0103, -1.4617], [-0.8574, -1.6482, -1.1885], [-2.0459, -1.0619, -2.0977], [-1.6784, 0.1114, -2.9443], [-1.4933, -0.0266, -4.3837], [-1.1869, 1.2943, -4.8956], [-1.1335, 2.3484, -3.8902], [-1.4423, 1.5035, -2.6285], [-1.4780, 2.1687, -1.1794], [-2.5772, 1.5699, -0.1768], [-2.4833, 2.4096, 1.2227], [-1.1690, 1.3663, 2.6474], [4.3966, -0.4968, -1.3897], [3.8102, -0.2459, -2.7438], [2.8879, 1.0704, -2.8307], [3.7966, 2.2106, -2.6202], [4.1610, 2.0948, -1.2147], [5.0996, 0.7722, -1.0296], [0.7651, -0.7839, -2.5823], [0.6037, 0.0265, -0.9447], [-0.7714, -2.7886, -1.3598], [-1.1123, -1.5181, -0.0778], [-2.3545, -1.9050, -2.8272], [-2.9352, -0.7895, -1.4400], [-1.5924, -0.9587, -5.0301], [-1.0453, 1.4271, -5.9085], [-0.9251, 3.4615, -4.0118], [-1.5923, 3.3113, -1.2943], [-0.4429, 2.0147, -0.6925], [-3.6150, 1.6386, -0.6555], [-2.3223, 0.4849, 0.1182], [-3.5339, 2.3673, 1.6912], [-2.1370, 3.4696, 0.9815], [3.3033, -1.1809, -3.2025], [4.7118, -0.0399, -3.4417], [2.0975, 1.1530, -2.0091], [2.3451, 1.1144, -3.8341], [3.2749, 2.1154, -0.4940], [4.8223, 3.0081, -0.9785], [5.9376, 0.9063, -1.8189], [5.6362, 0.7540, -0.0196], [-2.8830, -2.1506, 7.1841], [-2.6535, -1.1070, 6.2930], [-1.8597, -1.3131, 5.1689], [-1.3029, -2.5664, 4.9306], [-1.5355, -3.6109, 5.8200], [-2.3218, -3.4024, 6.9489], [-3.4991, -1.9888, 8.0623], [-3.0932, -0.1316, 6.4752], [-1.6754, -0.4971, 4.4773], [-0.6876, -2.7285, 4.0514], [-1.1026, -4.5884, 5.6334], [-2.4984, -4.2154, 7.6448]], "mulliken_charge": [-0.129, 0.177, -0.159, 0.098, -0.521, -0.713, 0.210, -0.220, -0.071, -0.780, 0.454, -0.367, -0.169, -0.978, 0.084, 0.011, -0.951, 0.445, -0.487, -0.197, -0.828, 0.159, -0.176, 0.451, 0.264, 0.318, 0.323, 0.375, 0.251, 0.374, 0.538, 0.056, 0.319, 0.001, 0.431, 0.377, 0.328, 0.416, -0.191, 0.257, 0.142, 0.366, 0.358, 0.393, -0.318, -0.578, 0.629, -0.407, -0.346, -0.428, 0.361, 0.355, -0.420, 0.397, 0.357, 0.359], "total_charge": 1, "homo_lumo_gap_ev": 6.8, "energy_ev": -57487.600, "homo_energy_ev": -10.58}

| no. | F_max (hartree/bohr) |
| --- | --- |
| 1 | 0.079 |
| 2 | 0.067 |
| 3 | 0.266 |
| 4 | 0.130 |